1.
# C25H16CrF9N4O4P

A structure of composition C25H16CrF9N4O4P (ωB97M-V with the def2-TZVPD basis set, the Open Molecules 2025 dataset).

XYZ file:
```
60
Properties=species:S:1:pos:R:3:forces:R:3:nbo_charge:R:1
Cr -1.7942 1.6288 1.5286 -0.056 -0.081 0.327 1.14
O -5.4155 1.7568 2.9995 0.187 -0.041 -0.009 -0.58
C -4.2523 1.5902 2.7345 -0.239 0.154 -0.021 0.66
O -3.5578 2.3073 1.8747 0.087 -0.130 0.022 -0.81
C -3.4156 0.4472 3.4020 0.005 -0.217 0.171 0.66
O -3.8779 -0.2823 4.2404 0.046 0.119 -0.095 -0.58
O -2.1804 0.3698 2.9370 -0.104 0.171 -0.172 -0.83
F 6.3797 1.6417 2.2006 0.015 -0.006 -0.026 -0.32
C 5.9983 1.2798 0.9633 -0.004 -0.013 0.017 0.97
F 6.2806 2.3141 0.1496 0.013 -0.013 0.006 -0.32
F 6.7716 0.2508 0.5877 0.003 0.039 0.012 -0.32
C 4.5331 0.9392 0.9213 -0.012 0.017 -0.015 -0.13
C 3.6165 1.9355 1.2239 -0.032 0.005 -0.005 -0.17
C 2.2614 1.6460 1.1960 0.043 -0.014 -0.053 -0.19
C 1.8247 0.3649 0.8652 0.084 0.152 0.033 -0.36
C 2.7554 -0.6283 0.5714 0.000 0.001 0.051 -0.13
C 4.1101 -0.3416 0.5965 0.021 -0.034 -0.005 -0.19
P 0.0419 0.0489 0.8491 -0.173 -0.188 -0.072 0.87
C -0.1023 -1.5814 1.6485 0.022 0.024 -0.009 -0.35
C -0.4446 -2.7584 0.9909 0.097 -0.050 -0.068 -0.15
C -0.5450 -3.9460 1.6973 -0.007 -0.001 -0.014 -0.22
C -0.3040 -3.9599 3.0628 0.008 0.035 -0.049 -0.07
C 0.0299 -2.7916 3.7283 0.013 -0.014 0.033 -0.19
C 0.1252 -1.6062 3.0210 -0.043 0.055 0.079 -0.15
C -0.4009 -5.2697 3.7935 -0.004 0.001 0.021 0.96
F -1.6051 -5.8418 3.6259 0.016 -0.005 0.012 -0.32
F -0.1942 -5.1372 5.1108 -0.010 -0.033 -0.038 -0.32
F 0.5122 -6.1502 3.3315 -0.015 0.008 0.024 -0.33
C -0.3483 -0.2573 -0.9113 -0.017 0.064 -0.022 -0.23
C -1.6684 -0.5948 -1.2229 -0.026 0.003 -0.011 -0.24
C -2.0625 -0.7711 -2.5397 0.015 0.018 0.028 -0.19
C -1.1360 -0.5854 -3.5588 -0.051 -0.015 0.029 -0.16
C 0.1693 -0.2222 -3.2657 0.050 -0.004 -0.018 -0.17
C 0.5611 -0.0570 -1.9452 0.018 -0.063 -0.013 -0.23
C -1.5546 -0.7160 -4.9942 -0.001 -0.053 0.034 0.98
F -1.7570 0.5130 -5.5515 -0.015 0.027 -0.014 -0.35
F -2.6984 -1.3914 -5.1357 0.021 0.019 -0.031 -0.31
F -0.6216 -1.3177 -5.7404 -0.010 0.020 -0.026 -0.31
H 3.9568 2.9298 1.4833 0.013 -0.016 -0.005 0.24
H 1.5396 2.4187 1.4324 -0.006 -0.009 0.002 0.23
H 2.4233 -1.6322 0.3353 -0.010 -0.001 0.003 0.22
H 4.8356 -1.1108 0.3710 -0.007 0.010 0.003 0.24
H -0.6215 -2.7744 -0.0764 -0.017 0.061 -0.004 0.21
H -0.8098 -4.8602 1.1818 0.003 -0.003 0.018 0.23
H 0.1947 -2.8012 4.7963 0.001 0.000 -0.012 0.24
H 0.3508 -0.6917 3.5561 -0.032 0.000 -0.036 0.23
H -2.4002 -0.7292 -0.4326 0.025 -0.014 0.024 0.24
H -3.0826 -1.0503 -2.7667 0.017 0.003 -0.016 0.25
H 0.8844 -0.0732 -4.0651 -0.016 -0.008 0.008 0.24
H 1.5833 0.2229 -1.7275 -0.006 0.003 0.005 0.23
N -1.7399 2.6965 -3.3064 -0.071 -0.086 0.075 -0.79
C -1.4312 3.9797 -3.0904 0.101 0.144 0.063 0.66
N -1.3253 4.7990 -4.1464 -0.023 0.058 -0.037 -0.77
N -1.1902 4.5025 -1.8953 -0.083 -0.269 -0.048 -0.63
C -1.2959 3.6856 -0.8838 0.019 0.209 -0.134 0.58
N -1.3857 2.9818 0.0294 0.104 -0.049 0.010 -0.59
H -1.9162 2.3291 -4.2247 0.030 -0.001 -0.041 0.42
H -1.8177 2.0585 -2.5291 0.002 0.017 -0.009 0.43
H -1.5975 4.5160 -5.0698 -0.006 -0.010 0.021 0.40
H -1.1891 5.7764 -3.9579 0.017 0.004 -0.003 0.43
```
Forces are in eV/Å.

energy above the lowest of the compared OMol25 structures with the same formula, charge and spin	13.86	kJ/mol
<S²>	6.02
E_HOMO (spin up / spin down)	-8.1 / -8.3	eV
multiplicity	5
total energy	-102507.572	eV
LUMO energy (spin up / spin down)	-0.65 / -0.71	eV

---

2.
# C25H17Br2F5I2MnN5O3

A structure of composition C25H17Br2F5I2MnN5O3 (ωB97M-V with the def2-TZVPD basis set, the Open Molecules 2025 dataset).

XYZ file:
```
60
Properties=species:S:1:pos:R:3:forces:R:3:nbo_charge:R:1
Mn -0.0341 0.0788 -0.6789 0.746 -0.110 -0.017 0.88
Br 1.1348 2.8367 5.8273 -0.002 0.005 0.007 0.06
C 0.8483 1.9961 4.1579 0.012 0.019 0.000 -0.06
C 0.2395 0.7556 4.1056 -0.014 -0.033 -0.028 -0.28
C 0.0210 0.2147 2.8497 -0.017 0.094 0.008 0.07
N 0.3877 0.8095 1.7175 0.019 -0.071 -0.046 -0.42
C 1.0321 1.9687 1.7888 0.082 0.099 -0.234 0.19
C 1.2550 2.6229 3.0000 0.007 0.003 0.022 -0.22
C 1.5190 2.5212 0.4907 -0.109 -0.094 0.237 0.18
C 2.4148 3.5846 0.4657 0.016 0.041 0.003 -0.27
C 2.8297 4.0621 -0.7587 -0.015 -0.009 0.022 -0.04
Br 4.0537 5.5023 -0.8377 0.012 0.009 0.000 0.05
C 2.3495 3.4886 -1.9175 -0.031 -0.030 0.019 -0.27
C 1.4720 2.4235 -1.7984 0.047 0.043 0.009 0.10
N 1.0700 1.9276 -0.6196 -0.148 -0.043 -0.144 -0.40
H -0.0704 0.2350 4.9996 0.000 -0.003 -0.005 0.24
H -0.4795 -0.7390 2.7435 -0.050 -0.028 -0.009 0.22
H 1.7240 3.5934 3.0449 -0.003 -0.006 0.003 0.22
H 2.7943 4.0204 1.3763 0.006 0.003 -0.015 0.22
H 2.6396 3.8447 -2.8947 0.001 -0.001 0.001 0.23
H 1.0564 1.9584 -2.6806 0.025 -0.031 0.000 0.27
I -0.6538 -4.8822 -1.7525 0.013 -0.007 -0.011 0.11
C -1.8806 -3.8041 -0.4617 -0.013 -0.004 0.033 -0.29
C -2.9766 -4.4274 0.1408 0.035 0.014 -0.028 -0.23
C -3.8139 -3.7388 0.9795 -0.012 0.021 0.015 -0.20
I -5.4429 -4.7530 1.8172 -0.008 -0.005 0.005 0.08
C -3.5740 -2.3711 1.2658 0.023 -0.008 -0.009 -0.12
C -4.3829 -1.5502 2.0805 -0.017 -0.011 -0.003 -0.17
C -4.0472 -0.2395 2.2704 0.011 0.023 0.010 -0.21
C -2.8798 0.2621 1.6717 0.027 -0.021 0.034 0.03
N -2.0999 -0.4706 0.9158 -0.038 -0.035 0.049 -0.43
C -2.4393 -1.7560 0.6819 0.017 0.008 -0.004 0.08
C -1.5692 -2.4537 -0.2505 -0.008 -0.045 0.052 0.44
O -0.6012 -1.8565 -0.8045 -0.206 0.080 -0.116 -0.74
H -3.1658 -5.4712 -0.0717 0.004 0.001 -0.001 0.23
H -5.2734 -1.9644 2.5354 0.004 -0.004 0.002 0.22
H -4.6653 0.4137 2.8727 0.002 -0.005 0.000 0.20
H -2.5868 1.2963 1.8126 0.006 -0.008 0.000 0.20
C 4.0356 -1.7011 -1.0054 -0.027 -0.021 0.002 -0.67
C 2.6454 -1.1477 -1.1191 0.052 -0.045 0.035 0.24
N 1.8793 -0.9096 -0.1154 -0.083 0.112 0.066 -0.19
O 2.4905 -1.1749 1.1320 -0.154 -0.032 -0.051 -0.59
C 2.1135 -0.8572 -2.4278 0.008 -0.039 0.051 -0.02
C 2.8259 -1.2309 -3.6890 -0.005 0.005 0.003 -0.66
N 0.9299 -0.2745 -2.4453 0.062 -0.010 0.185 0.00
O 0.3978 0.0219 -3.5529 -0.143 0.104 -0.155 -0.54
H 4.3814 -1.7108 0.0219 0.004 0.004 0.015 0.24
H 4.7188 -1.1116 -1.6180 -0.004 -0.002 0.001 0.22
H 4.0547 -2.7220 -1.3930 -0.011 0.000 0.006 0.23
H 1.7267 -1.1999 1.7182 0.068 0.015 -0.034 0.47
H 3.1444 -2.2765 -3.6802 0.004 0.006 0.014 0.20
H 3.7146 -0.6165 -3.8715 -0.009 0.007 0.000 0.20
H 2.1335 -1.0811 -4.5141 0.002 -0.002 -0.011 0.26
F -2.0956 2.0581 -0.3944 0.026 -0.011 -0.035 -0.41
C -1.5688 1.2587 -1.4431 -0.180 0.098 0.016 0.30
F -1.1323 2.2381 -2.3534 -0.074 0.008 0.055 -0.39
C -2.8344 0.7478 -2.1579 0.064 -0.062 -0.029 0.90
F -2.5391 0.2122 -3.3436 -0.018 -0.030 0.008 -0.31
F -3.4878 -0.1937 -1.4471 -0.006 0.035 0.007 -0.34
F -3.7386 1.7323 -2.3856 0.000 0.010 -0.011 -0.34
```
Forces are in eV/Å.

energy above the lowest of the compared OMol25 structures with the same formula, charge and spin	124.79	kJ/mol
<S²>	0.83
E_HOMO (spin up / spin down)	-4.4 / -4.1	eV
multiplicity	2
total energy	-240987.876	eV
LUMO energy (spin up / spin down)	1.63 / 1.65	eV
charge	-1

---

3.
# C25H17N5O3Ti

A structure of composition C25H17N5O3Ti (ωB97M-V with the def2-TZVPD basis set, the Open Molecules 2025 dataset).

XYZ file:
```
51
Properties=species:S:1:pos:R:3:forces:R:3:nbo_charge:R:1
Ti 0.1451 -0.0424 -0.1469 0.869 -0.310 0.046 1.55
O -5.7828 2.7854 -1.8477 0.154 0.086 0.298 -0.73
C -4.7200 3.4182 -1.6902 -0.497 0.317 -0.850 0.72
O -4.4510 4.6228 -1.8694 -0.012 -0.142 0.242 -0.73
C -3.5220 2.5547 -1.3122 0.673 0.116 0.352 -0.05
C -2.2388 3.1592 -1.1672 -0.719 0.314 -0.216 -0.19
C -1.1898 2.3921 -0.7965 0.604 -0.492 0.388 0.18
N -1.3515 1.0264 -0.7233 -0.340 0.449 0.545 -0.60
C -2.5924 0.4852 -0.5420 0.167 -0.022 0.105 0.13
C -3.7030 1.2534 -0.8982 -0.098 -0.309 -0.061 -0.18
C -2.5457 -0.7105 0.2893 -0.084 0.141 0.311 0.15
C -3.6351 -1.5829 0.5167 0.026 0.521 -0.513 -0.21
C -3.5327 -2.5945 1.4158 0.098 -0.327 0.350 -0.17
C -2.3273 -2.7634 2.1399 -0.404 -0.174 0.009 -0.27
C -1.3020 -1.9129 1.8969 0.222 0.448 -0.329 0.04
N -1.3623 -0.8934 0.9916 -0.787 -0.492 -0.024 -0.59
C 0.0479 2.8258 -0.0821 -0.626 -0.366 0.048 0.19
C 0.6024 4.0935 -0.1200 -0.099 0.317 -0.253 -0.22
C 1.6551 4.4022 0.7155 -0.046 0.212 -0.135 -0.14
C 2.1338 3.4436 1.5950 0.080 -0.027 0.137 -0.26
C 1.5493 2.2004 1.5757 -0.206 -0.229 -0.125 0.08
N 0.5316 1.8786 0.7622 0.404 0.670 -0.230 -0.50
H -2.1970 4.2370 -1.2683 -0.047 -0.012 0.053 0.26
H -4.7266 0.9097 -0.8043 0.032 -0.043 -0.049 0.26
H -4.5517 -1.4178 -0.0352 0.023 -0.003 -0.006 0.24
H -4.3715 -3.2567 1.5876 0.030 0.007 0.005 0.22
H -2.2139 -3.5455 2.8770 -0.035 0.002 -0.013 0.23
H -0.3656 -2.0176 2.4307 0.083 0.039 -0.028 0.20
H 0.1950 4.8270 -0.8029 0.029 -0.002 0.001 0.24
H 2.0978 5.3900 0.6847 -0.026 -0.022 0.010 0.23
H 2.9450 3.6517 2.2779 -0.004 -0.001 -0.012 0.23
H 1.9012 1.4118 2.2289 0.029 -0.051 0.001 0.20
O 1.8391 0.2535 -1.0405 0.722 -0.405 0.379 -0.75
C 2.8670 -0.4646 -0.5782 -0.678 0.165 -0.432 0.34
C 4.1087 0.1446 -0.3702 0.168 -0.007 0.077 -0.27
C 5.1723 -0.5771 0.1270 0.055 -0.112 0.068 -0.17
C 5.0382 -1.9356 0.4383 0.019 0.232 -0.074 -0.25
C 3.8268 -2.5493 0.2169 -0.060 -0.093 0.079 -0.18
C 2.7337 -1.8420 -0.2956 -0.396 -0.461 -0.115 -0.17
C 1.4920 -2.5652 -0.6731 0.575 0.490 -0.290 0.38
N 0.3399 -2.0049 -1.0094 -0.199 -0.398 0.075 -0.54
C -0.5072 -3.0242 -1.4156 0.038 0.443 0.075 -0.07
C 0.1442 -4.2015 -1.3332 0.358 -0.133 0.105 -0.07
N 1.4092 -3.8956 -0.8606 -0.046 -0.406 -0.007 -0.51
H 4.2001 1.1946 -0.6167 0.001 -0.012 0.002 0.23
H 6.1242 -0.0842 0.2816 -0.010 -0.006 -0.001 0.22
H 5.8727 -2.4968 0.8347 -0.003 0.016 0.007 0.22
H 3.7224 -3.6023 0.4582 -0.004 0.024 -0.006 0.20
H -1.5140 -2.8285 -1.7414 -0.013 0.035 0.040 0.23
H -0.1583 -5.2073 -1.5610 0.022 0.001 0.001 0.23
H 2.1674 -4.5448 -0.7399 -0.037 0.014 -0.039 0.43
```
Forces are in eV/Å.

energy above the lowest of the compared OMol25 structures with the same formula, charge and spin	145.98	kJ/mol
<S²>	2.03
E_HOMO (spin up / spin down)	-6.2 / -7.4	eV
multiplicity	3
total energy	-62911.006	eV
LUMO energy (spin up / spin down)	-0.51 / -1.08	eV

---

Which of these has the highest <S²>?
C25H16CrF9N4O4P